Entry 1:
C7H4NO4RhTe4 as an isolated structure, computed with ωB97M-V/def2-TZVPD.

Atoms and positions in Å:
Rh1 0.85 1.98 0.81
O1 -1.22 0.45 -3.16
C1 -0.62 0.81 -2.02
O2 -0.25 1.93 -1.81
C2 -0.47 -0.33 -1.07
C3 -0.90 -1.61 -1.37
C4 -0.73 -2.61 -0.43
C5 -0.13 -2.30 0.78
C6 0.27 -0.99 1.01
N1 0.10 -0.04 0.11
C7 0.94 -0.61 2.35
O3 1.09 -1.52 3.15
O4 1.25 0.61 2.48
H1 -1.28 1.23 -3.72
H2 -1.36 -1.81 -2.33
H3 -1.05 -3.62 -0.64
H4 0.04 -3.02 1.56
Te1 -2.03 2.21 1.45
Te2 -0.22 3.58 2.64
Te3 2.57 3.90 0.76
Te4 3.16 1.76 -0.56

Computed properties:
- ⟨S²⟩: 6.05
- Net charge: 0
- Calculated total energy: -49185.6975 eV
- Multiplicity: 5


Entry 2:
C7H4OS2 in the gas phase at a distorted geometry, computed with ωB97M-V/def2-TZVPD.

Atoms and positions in Å:
O1 3.77 -0.33 -0.03
C1 3.03 0.62 -0.04
C2 1.56 0.45 -0.09
C3 0.66 1.50 -0.01
C4 -0.64 0.92 0.14
C5 -1.95 1.58 0.06
C6 -2.94 0.60 0.03
S1 -2.33 -1.00 -0.11
C7 -0.71 -0.51 0.18
S2 0.89 -1.25 0.07
H1 3.49 1.60 -0.21
H2 1.05 2.57 -0.15
H3 -1.93 2.66 0.00
H4 -3.92 0.89 -0.22

Computed properties:
- Net charge: 0
- Energy above the lowest of the compared OMol25 structures with the same formula, charge and spin: 0.880 eV
- Calculated total energy: -31040.3330 eV
- Multiplicity: 1


Which of these has the lowest calculated total energy? C7H4NO4RhTe4